# 1
This record from OMol25 describes the molecule C8H16N2O3S2 at a distorted geometry. The level of theory is the ωB97M-V functional and the def2-TZVPD basis.

CARTESIAN COORDINATES (ANGSTROEM)
C 2.519 0.810 -0.169
C 1.070 0.166 -0.233
C 3.537 -0.211 0.323
C -1.326 0.682 -0.322
C -2.166 1.935 -0.700
C -1.864 -0.053 0.894
C -3.110 -0.951 0.703
C -1.605 -3.198 -0.295
H 3.282 2.610 0.527
H 2.408 1.756 1.616
H 2.795 1.090 -1.204
H 3.120 -0.784 1.181
H 4.494 0.326 0.624
H 5.277 -1.221 -0.962
H 0.258 2.087 -0.142
H -1.532 -0.004 -1.165
H -2.221 0.709 1.606
H -1.029 -0.590 1.261
H -3.912 -0.345 0.343
H -3.380 -1.422 1.673
H -1.608 -3.875 -1.215
H -1.808 -3.901 0.601
H -0.627 -2.764 -0.294
H -2.081 3.690 -1.454
N 2.449 2.054 0.664
N 0.066 1.075 -0.271
O 0.927 -1.055 -0.183
O -3.335 2.055 -0.419
O -1.481 2.866 -1.397
S 3.917 -1.424 -0.927
S -3.032 -2.111 -0.663

## Properties
* energy above the lowest of the compared OMol25 structures with the same formula, charge and spin: 35.0 kJ/mol
* charge: 0
* structure (SMILES): CSCC[C@H](NC(=O)[C@@H](N)CS)C(=O)O
* Kohn-Sham gap: 8.88 eV
* highest occupied orbital energy: -8.39 eV
* largest force on an atom: 2.95 eV/A
* lowest unoccupied orbital energy: 0.487 eV

# 2
This record from OMol25 describes the molecule C3H5N3 at a distorted geometry. The level of theory is the ωB97M-V functional and the def2-TZVPD basis.

CARTESIAN COORDINATES (ANGSTROEM)
C 0.216 1.325 0.812
N 0.863 0.036 0.624
C 0.054 -0.841 -0.063
N -0.238 -2.038 0.178
C -0.735 -0.331 -1.444
N -1.275 -0.864 -2.327
H -0.267 1.648 -0.125
H 0.948 2.064 1.141
H -0.554 1.222 1.583
H 1.803 0.088 0.240
H -0.815 -2.309 -0.619

## Properties
* energy above the lowest of the compared OMol25 structures with the same formula, charge and spin: 219.9 kJ/mol
* charge: 0
* structure (SMILES): [H]/N=C(\C#N)NC
* Kohn-Sham gap: 10.91 eV
* highest occupied orbital energy: -10.51 eV
* largest force on an atom: 2.11 eV/A
* lowest unoccupied orbital energy: 0.403 eV

# 3
This record from OMol25 describes a cluster of 4 separate species, C31H50N3O3PSi in total. The level of theory is the ωB97M-V functional and the def2-TZVPD basis.

CARTESIAN COORDINATES (ANGSTROEM)
C -2.926 4.120 4.360
C -3.652 3.134 3.454
O -4.069 3.824 2.287
C -4.449 2.961 1.232
C -3.280 2.605 0.322
C -3.750 2.122 -1.052
C -2.748 1.229 -1.797
C -1.277 1.719 -1.757
Si -0.115 0.354 -1.209
C -0.483 -0.134 0.571
C 0.200 -1.467 0.963
C -0.803 -2.533 1.413
C -1.551 -2.149 2.695
C -2.886 -2.868 2.906
O -3.562 -3.190 1.683
C -4.058 -2.229 0.876
C -4.410 -0.886 1.466
O -4.218 -2.476 -0.289
P 2.015 0.882 -1.659
C 2.897 -0.709 -1.309
C 2.510 1.897 -0.186
H -1.844 4.071 4.231
H -3.245 5.131 4.107
H -3.150 3.934 5.411
H -2.990 2.303 3.176
H -4.529 2.706 3.957
H -4.903 2.053 1.651
H -5.224 3.478 0.658
H -2.644 1.840 0.786
H -2.664 3.505 0.242
H -4.678 1.551 -0.922
H -4.014 2.985 -1.671
H -3.052 1.168 -2.845
H -2.844 0.205 -1.415
H -0.950 2.034 -2.752
H -1.173 2.595 -1.113
H -0.413 -0.845 -2.044
H -0.195 0.675 1.250
H -1.570 -0.240 0.657
H 0.754 -1.879 0.114
H 0.937 -1.299 1.755
H -0.266 -3.470 1.590
H -1.495 -2.734 0.592
H -0.917 -2.414 3.547
H -1.698 -1.066 2.747
H -3.547 -2.282 3.548
H -2.749 -3.836 3.389
H -5.372 -0.600 1.041
H -3.671 -0.154 1.133
H -4.470 -0.858 2.550
H 3.890 -0.637 -1.753
H 2.365 -1.547 -1.760
H 3.015 -0.885 -0.238
H 3.512 1.588 0.118
H 1.845 1.786 0.672
H 2.559 2.947 -0.474
N 6.270 -0.877 -2.482
C 6.061 -0.245 -3.634
C 7.019 0.538 -4.261
C 8.263 0.662 -3.664
C 8.498 0.000 -2.469
C 7.469 -0.751 -1.919
H 5.073 -0.354 -4.067
H 6.786 1.047 -5.186
H 9.032 1.275 -4.117
H 9.451 0.072 -1.963
H 7.611 -1.270 -0.977
N -4.098 -6.777 3.091
C -4.565 -7.969 3.452
C -5.353 -8.765 2.634
C -5.676 -8.296 1.370
C -5.197 -7.057 0.981
C -4.414 -6.337 1.872
H -4.295 -8.306 4.447
H -5.703 -9.727 2.983
H -6.289 -8.887 0.702
H -5.420 -6.646 0.005
H -4.024 -5.364 1.606
N 5.439 4.084 -2.336
C 6.702 3.805 -2.653
C 7.507 4.647 -3.405
C 6.974 5.843 -3.857
C 5.660 6.145 -3.537
C 4.939 5.236 -2.777
H 7.082 2.858 -2.286
H 8.528 4.367 -3.630
H 7.571 6.527 -4.447
H 5.199 7.066 -3.868
H 3.908 5.441 -2.509

## Properties
* energy above the lowest of the compared OMol25 structures with the same formula, charge and spin: 0.0 kJ/mol
* charge: 0
* structure (SMILES): CCOCCCCC[Si@H](CCCCCOC(C)=O)P(C)C.c1ccncc1.c1ccncc1.c1ccncc1
* Kohn-Sham gap: 8.58 eV
* highest occupied orbital energy: -7.87 eV
* largest force on an atom: 0.23 eV/A
* lowest unoccupied orbital energy: 0.717 eV

# 4
This record from OMol25 describes a structure of composition C6H16N2O12S2Zn at a distorted geometry. The level of theory is the ωB97M-V functional and the def2-TZVPD basis.

CARTESIAN COORDINATES (ANGSTROEM)
Zn -0.716 -0.022 0.275
S -1.900 1.244 -1.837
O -2.374 0.611 -3.077
O -2.238 2.667 -1.791
O -2.452 0.506 -0.633
O -0.397 1.072 -1.658
S -0.806 -2.253 2.795
O 0.595 -2.610 3.163
O -0.696 -1.034 1.887
O -1.457 -3.346 2.031
O -1.587 -1.855 3.971
C 3.338 0.504 -0.823
C 2.241 0.875 0.134
O 1.381 -0.192 0.411
O 4.130 -0.613 -0.436
H 4.054 1.331 -0.902
H 2.909 0.404 -1.827
H 1.628 1.616 -0.393
H 2.598 1.367 1.047
H 1.790 -0.964 0.819
H 3.549 -1.372 -0.311
O -0.820 1.801 1.400
C -0.391 2.932 1.321
N -0.636 3.713 0.241
C 0.496 3.469 2.389
H -1.260 3.379 -0.522
H -0.115 4.550 0.056
H 1.430 3.903 2.029
H 0.708 2.653 3.078
H -0.007 4.265 2.951
O -0.712 -1.923 -0.765
C -1.262 -2.670 -1.535
N -2.131 -2.228 -2.482
C -1.136 -4.144 -1.325
H -2.373 -2.837 -3.240
H -2.186 -1.219 -2.667
H -1.600 -4.762 -2.104
H -1.524 -4.399 -0.339
H -0.074 -4.422 -1.332

## Properties
* energy above the lowest of the compared OMol25 structures with the same formula, charge and spin: 0.0 kJ/mol
* charge: -2
* Kohn-Sham gap: 5.79 eV
* highest occupied orbital energy: -1.16 eV
* largest force on an atom: 1.78 eV/A
* lowest unoccupied orbital energy: 4.624 eV

# 5
This record from OMol25 describes a cluster of 3 separate species, C28H58IN4 in total. The level of theory is the ωB97M-V functional and the def2-TZVPD basis.

CARTESIAN COORDINATES (ANGSTROEM)
C 0.751 -0.250 -1.962
C -0.742 -0.313 -2.277
C -1.431 1.068 -2.196
C -2.243 1.224 -0.911
C -1.400 1.269 0.395
C -3.303 2.305 -0.890
C -4.502 1.958 -0.222
C -4.739 0.663 0.515
C -5.627 -0.363 -0.213
C -5.395 -1.783 0.317
I -5.412 -0.297 -2.354
C -5.544 2.823 -0.246
N -5.435 3.993 -0.885
C -4.312 4.405 -1.491
C -4.404 5.749 -2.151
C -3.198 3.579 -1.481
C -1.969 4.155 -2.135
C -0.902 4.788 -1.192
N -1.434 5.443 -0.017
N -0.006 3.778 -0.691
N -0.275 5.866 -1.994
H 1.240 0.502 -2.581
H 0.948 -0.014 -0.916
H 1.217 -1.217 -2.156
H -1.228 -0.988 -1.571
H -0.859 -0.704 -3.285
H -0.656 1.826 -2.273
H -2.110 1.185 -3.043
H -2.810 0.294 -0.867
H -1.520 0.339 0.952
H -1.701 2.080 1.054
H -0.345 1.383 0.166
H -5.257 0.931 1.440
H -3.811 0.194 0.824
H -6.667 -0.097 -0.044
H -5.576 -2.524 -0.455
H -4.383 -1.898 0.699
H -6.107 -1.986 1.117
H -6.495 2.605 0.220
H -6.241 4.603 -0.907
H -5.422 6.130 -2.088
H -4.142 5.676 -3.204
H -3.751 6.475 -1.672
H -2.300 4.988 -2.749
H -1.507 3.449 -2.816
H -2.011 6.229 -0.283
H -1.966 4.806 0.565
H 0.584 3.402 -1.421
H 0.562 4.164 0.052
H -0.298 5.622 -2.978
H 0.710 5.917 -1.758
C 4.292 1.000 -1.259
C 4.766 -0.447 -1.333
C 4.205 -1.301 -0.198
C 4.620 -0.876 1.210
C 6.126 -0.870 1.466
C 6.773 -2.243 1.301
H 4.637 1.499 -0.352
H 4.651 1.582 -2.109
H 3.200 1.030 -1.261
H 5.858 -0.485 -1.344
H 4.438 -0.880 -2.282
H 4.485 -2.346 -0.360
H 3.111 -1.275 -0.257
H 4.141 -1.554 1.923
H 4.217 0.117 1.432
H 6.302 -0.513 2.483
H 6.617 -0.152 0.804
H 6.319 -2.969 1.979
H 7.839 -2.201 1.524
H 6.666 -2.622 0.284
C 1.575 -6.639 4.123
C 1.332 -6.466 2.626
C 2.359 -5.567 1.941
C 2.399 -4.128 2.459
C 1.077 -3.368 2.368
C 0.568 -3.200 0.939
H 1.508 -5.689 4.656
H 0.839 -7.312 4.563
H 2.565 -7.059 4.309
H 0.323 -6.077 2.462
H 1.357 -7.447 2.146
H 2.167 -5.563 0.864
H 3.354 -6.005 2.064
H 3.158 -3.579 1.892
H 2.739 -4.124 3.498
H 1.217 -2.379 2.814
H 0.314 -3.867 2.972
H 1.303 -2.672 0.326
H -0.361 -2.625 0.919
H 0.367 -4.162 0.465

## Properties
* charge: +1
* Kohn-Sham gap: 8.37 eV
* highest occupied orbital energy: -11.89 eV
* largest force on an atom: 0.58 eV/A
* lowest unoccupied orbital energy: -3.529 eV

What did the fifth record say?
This record from OMol25 describes a cluster of 3 separate species, C28H58IN4 in total. The level of theory is the ωB97M-V functional and the def2-TZVPD basis.

CARTESIAN COORDINATES (ANGSTROEM)
C 0.751 -0.250 -1.962
C -0.742 -0.313 -2.277
C -1.431 1.068 -2.196
C -2.243 1.224 -0.911
C -1.400 1.269 0.395
C -3.303 2.305 -0.890
C -4.502 1.958 -0.222
C -4.739 0.663 0.515
C -5.627 -0.363 -0.213
C -5.395 -1.783 0.317
I -5.412 -0.297 -2.354
C -5.544 2.823 -0.246
N -5.435 3.993 -0.885
C -4.312 4.405 -1.491
C -4.404 5.749 -2.151
C -3.198 3.579 -1.481
C -1.969 4.155 -2.135
C -0.902 4.788 -1.192
N -1.434 5.443 -0.017
N -0.006 3.778 -0.691
N -0.275 5.866 -1.994
H 1.240 0.502 -2.581
H 0.948 -0.014 -0.916
H 1.217 -1.217 -2.156
H -1.228 -0.988 -1.571
H -0.859 -0.704 -3.285
H -0.656 1.826 -2.273
H -2.110 1.185 -3.043
H -2.810 0.294 -0.867
H -1.520 0.339 0.952
H -1.701 2.080 1.054
H -0.345 1.383 0.166
H -5.257 0.931 1.440
H -3.811 0.194 0.824
H -6.667 -0.097 -0.044
H -5.576 -2.524 -0.455
H -4.383 -1.898 0.699
H -6.107 -1.986 1.117
H -6.495 2.605 0.220
H -6.241 4.603 -0.907
H -5.422 6.130 -2.088
H -4.142 5.676 -3.204
H -3.751 6.475 -1.672
H -2.300 4.988 -2.749
H -1.507 3.449 -2.816
H -2.011 6.229 -0.283
H -1.966 4.806 0.565
H 0.584 3.402 -1.421
H 0.562 4.164 0.052
H -0.298 5.622 -2.978
H 0.710 5.917 -1.758
C 4.292 1.000 -1.259
C 4.766 -0.447 -1.333
C 4.205 -1.301 -0.198
C 4.620 -0.876 1.210
C 6.126 -0.870 1.466
C 6.773 -2.243 1.301
H 4.637 1.499 -0.352
H 4.651 1.582 -2.109
H 3.200 1.030 -1.261
H 5.858 -0.485 -1.344
H 4.438 -0.880 -2.282
H 4.485 -2.346 -0.360
H 3.111 -1.275 -0.257
H 4.141 -1.554 1.923
H 4.217 0.117 1.432
H 6.302 -0.513 2.483
H 6.617 -0.152 0.804
H 6.319 -2.969 1.979
H 7.839 -2.201 1.524
H 6.666 -2.622 0.284
C 1.575 -6.639 4.123
C 1.332 -6.466 2.626
C 2.359 -5.567 1.941
C 2.399 -4.128 2.459
C 1.077 -3.368 2.368
C 0.568 -3.200 0.939
H 1.508 -5.689 4.656
H 0.839 -7.312 4.563
H 2.565 -7.059 4.309
H 0.323 -6.077 2.462
H 1.357 -7.447 2.146
H 2.167 -5.563 0.864
H 3.354 -6.005 2.064
H 3.158 -3.579 1.892
H 2.739 -4.124 3.498
H 1.217 -2.379 2.814
H 0.314 -3.867 2.972
H 1.303 -2.672 0.326
H -0.361 -2.625 0.919
H 0.367 -4.162 0.465

## Properties
* charge: +1
* Kohn-Sham gap: 8.37 eV
* highest occupied orbital energy: -11.89 eV
* largest force on an atom: 0.58 eV/A
* lowest unoccupied orbital energy: -3.529 eV

Question: What is the charge in the fifth record?
Answer: +1

Question: What is the highest occupied orbital energy in the fourth record?
Answer: -1.16 eV